1.
C20H19N2OS | wB97M-V/def2-TZVPD

**Relative energy (zero: lowest compared OMol25 entry of this formula, charge and spin)**: 202.4 kJ/mol
**Orbital gap**: 0.158 hartree
**Charge**: -1

Last column: Mulliken charge in e.
Atoms and positions in Å:
C: -5.115 -1.052 0.934  -0.469
C: -4.506 -2.284 1.239  -0.700
C: -3.133 -2.443 1.057  -0.317
C: -2.343 -1.362 0.622  0.481
C: -0.863 -1.390 0.545  -0.362
N: -0.234 -0.277 0.256  -0.075
C: 0.928 0.225 -0.031  -0.380
C: 1.303 0.400 -1.391  0.217
N: 1.575 0.461 -2.539  -0.779
C: -0.160 -2.695 0.630  0.694
C: -0.696 -3.767 -0.115  -0.373
C: -0.124 -5.032 -0.059  -0.701
C: 1.045 -5.222 0.689  -0.379
C: 1.627 -4.145 1.377  -0.592
C: 1.060 -2.862 1.302  -0.335
C: -2.964 -0.170 0.237  -0.549
C: -4.347 -0.034 0.331  -0.461
H: -6.190 -0.887 1.111  0.314
H: -5.120 -3.107 1.602  0.361
H: -2.689 -3.410 1.268  0.427
H: 1.688 0.374 0.764  0.207
H: -1.564 -3.576 -0.755  0.581
H: -0.579 -5.854 -0.621  0.344
H: 1.503 -6.208 0.734  0.341
H: 2.535 -4.311 1.959  0.344
H: 1.547 -2.000 1.759  0.318
H: -2.346 0.647 -0.121  0.479
H: -4.825 0.863 -0.070  0.353
C: 1.764 4.983 -1.981  -0.714
C: 0.975 3.762 -1.535  -0.649
C: 1.416 3.061 -0.216  0.663
O: 0.573 2.670 0.572  -0.609
C: 2.891 3.041 0.058  -0.458
C: 3.634 4.309 -0.316  -0.827
S: 3.530 4.662 -2.083  -0.162
H: 1.460 5.341 -2.974  0.390
H: 1.619 5.809 -1.272  0.337
H: -0.071 4.054 -1.420  0.333
H: 1.018 2.980 -2.300  0.299
H: 2.998 2.846 1.120  0.384
H: 3.282 2.176 -0.478  0.289
H: 3.195 5.163 0.205  0.348
H: 4.701 4.261 -0.091  0.384


2.
C5H13CoN5O6Se | wB97M-V/def2-TZVPD

**Spin multiplicity**: 5
**Relative energy (zero: lowest compared OMol25 entry of this formula, charge and spin)**: 0.0 kJ/mol
**Expectation value of S²**: 6.011
**Orbital gap (alpha / beta)**: 0.414 / 0.265 hartree
**Charge**: +1

Last column: Löwdin spin population.
Atoms and positions in Å:
Co: -0.245 0.207 0.028  2.752
C: -1.954 1.434 2.272  0.004
O: -1.095 0.350 1.879  0.035
C: -1.409 -0.964 2.410  0.001
C: -2.001 -1.770 1.262  0.002
O: -1.103 -1.639 0.140  0.042
C: -1.616 -2.122 -1.121  0.002
H: -1.931 1.531 3.376  0.001
H: -2.977 1.288 1.933  0.000
H: -1.546 2.314 1.766  0.000
H: -2.109 -0.873 3.223  0.000
H: -0.490 -1.389 2.794  0.000
H: -2.975 -1.366 1.010  0.000
H: -2.121 -2.819 1.516  0.001
H: -2.064 -1.293 -1.698  0.000
H: -2.328 -2.937 -1.009  0.001
H: -0.799 -2.491 -1.700  0.000
O: 0.470 2.445 -3.248  0.067
Se: -0.388 1.725 -2.126  -0.002
O: -0.239 0.039 -1.941  0.118
O: -0.254 2.259 -0.602  0.042
O: -2.065 1.829 -2.592  0.895
N: 4.353 1.508 -1.945  0.001
N: 3.607 0.746 -1.029  0.002
N: 3.998 -0.458 -0.709  0.001
C: 2.918 -0.901 -0.054  0.005
N: 1.957 0.031 -0.002  0.029
N: 2.456 1.097 -0.629  0.001
H: 5.236 1.716 -1.503  0.000
H: 3.843 2.373 -2.105  0.000
H: 2.871 -1.870 0.403  0.000


3.
C4H30N3O9 | wB97M-V/def2-TZVPD

**Relative energy (zero: lowest compared OMol25 entry of this formula, charge and spin)**: 0.0 kJ/mol
**Orbital gap**: 0.394 hartree
**Charge**: +1

Last column: Mulliken charge in e.
Atoms and positions in Å:
C: 1.032 2.041 -1.629  -0.998
C: -0.087 1.055 -1.985  -0.848
C: -0.803 0.377 -0.802  -0.347
N: 0.038 -0.715 -0.267  0.335
C: -0.281 -1.432 0.817  0.515
N: -1.532 -1.499 1.249  -0.289
N: 0.658 -2.224 1.368  -0.304
H: 0.965 2.972 -2.186  0.385
H: 1.978 1.535 -1.471  0.163
H: 0.798 2.436 -0.620  0.219
H: -0.870 1.561 -2.554  0.430
H: 0.355 0.248 -2.575  0.381
H: -1.127 1.121 -0.086  0.091
H: -1.651 -0.135 -1.275  0.538
H: 1.025 -0.542 -0.409  -0.101
H: -2.116 -0.605 1.354  0.197
H: -1.772 -2.178 1.955  0.318
H: 0.711 -2.416 2.354  0.282
H: 1.552 -2.296 0.891  0.096
H: 0.852 -2.871 -1.018  0.385
H: 0.991 -4.371 -1.524  0.266
O: 1.387 -3.495 -1.514  -0.659
H: -3.978 -0.821 -2.424  0.282
H: -2.827 -0.227 -3.362  0.286
O: -3.326 -0.133 -2.550  -0.618
H: 3.176 -0.265 -2.958  0.268
H: 2.349 -1.624 -2.955  0.252
O: 2.555 -0.816 -2.474  -0.538
H: 0.157 2.712 3.261  0.290
H: 1.086 1.990 2.328  0.387
O: 0.128 2.059 2.549  -0.560
H: 0.334 0.333 3.595  0.310
H: -0.999 -0.422 3.662  0.283
O: -0.066 -0.538 3.472  -0.632
H: 4.122 -1.524 0.524  0.293
H: 3.508 -1.067 -0.719  0.278
O: 3.270 -1.187 0.220  -0.598
H: 3.468 1.996 1.831  0.255
H: 2.892 0.848 0.958  0.318
O: 2.646 1.626 1.478  -0.619
H: -4.492 2.373 -0.250  0.287
H: -4.043 1.307 -1.173  0.286
O: -3.941 1.572 -0.237  -0.594
H: -2.105 1.581 1.774  0.236
H: -3.410 0.890 1.417  0.413
O: -2.607 0.770 1.961  -0.620


4.
C23H45N3O9PS | wB97M-V/def2-TZVPD

**Orbital gap**: 0.223 hartree
**Charge**: +1

Last column: Mulliken charge in e.
Atoms and positions in Å:
C: -5.305 -1.685 -1.533  -0.824
C: -4.213 -1.878 -0.286  0.171
S: -4.506 -0.613 1.061  -0.157
C: -2.912 0.106 1.733  -0.625
C: -1.592 -0.137 0.765  0.220
C: -1.675 0.596 -0.735  1.049
C: -2.929 1.519 -1.250  -0.482
O: -3.628 1.244 -2.383  -0.446
O: -3.261 2.741 -0.444  -0.101
O: -2.208 3.517 -0.365  -0.069
C: -1.821 3.710 1.072  0.465
N: -1.274 3.389 2.227  -0.391
C: -0.389 0.366 -1.724  -0.094
C: -0.312 1.025 -3.223  -0.483
C: 1.174 1.703 -3.549  0.303
O: 1.463 1.899 -4.848  -0.490
O: 2.156 2.105 -2.528  -0.369
C: 0.875 -0.519 -1.173  -0.386
N: 0.882 -1.143 0.239  1.153
N: 2.042 -1.828 0.578  -0.928
C: -0.252 -1.022 1.233  0.011
P: -0.308 -1.739 3.002  -0.141
C: 0.622 -0.445 4.124  -0.559
C: 0.648 -3.382 3.178  -0.318
C: 0.979 -3.545 4.810  -0.902
H: -6.211 -2.448 -1.448  0.312
H: -5.768 -0.611 -1.568  0.254
H: -4.823 -1.887 -2.594  0.157
H: -3.155 -1.851 -0.785  -0.329
H: -4.482 -2.943 0.181  0.455
H: -2.753 -0.212 2.849  0.381
H: -3.066 1.289 1.756  0.250
H: -1.094 1.920 -3.329  0.387
H: -0.577 0.261 -4.099  0.136
H: 2.843 1.365 -2.370  0.317
H: 1.816 -0.669 -1.857  0.376
H: 1.775 -2.856 0.534  0.345
H: 2.786 -1.738 -0.171  0.260
H: 0.303 0.605 3.703  0.312
H: 0.107 -0.564 5.194  0.049
H: 1.778 -0.625 4.164  0.293
H: -0.068 -4.268 2.912  0.339
H: 1.692 -3.419 2.650  0.245
H: 1.198 -4.652 5.123  0.338
H: 0.151 -3.012 5.466  0.234
H: 1.966 -2.893 4.972  0.248
C: -1.866 -3.150 -4.519  -1.249
C: -1.368 -2.817 -3.127  0.354
O: 0.047 -2.700 -3.134  -0.542
H: -1.422 -4.086 -4.872  0.318
H: -2.955 -3.248 -4.530  0.367
H: -1.574 -2.371 -5.231  0.315
H: -1.642 -3.609 -2.423  0.361
H: -1.797 -1.875 -2.772  -0.214
H: 0.280 -1.989 -3.755  0.338
C: 3.286 2.381 -7.464  -0.704
C: 3.138 3.216 -8.719  -0.289
O: 2.194 2.615 -9.593  -0.514
H: 3.614 1.366 -7.714  0.294
H: 4.014 2.829 -6.781  0.296
H: 2.327 2.287 -6.945  0.130
H: 4.093 3.289 -9.246  0.288
H: 2.798 4.229 -8.478  0.263
H: 1.347 2.563 -9.118  0.292
C: -1.057 1.256 9.136  -1.135
C: -0.835 0.258 8.020  -0.144
O: 0.272 0.657 7.225  -0.502
H: -1.241 2.256 8.728  0.289
H: -1.910 0.966 9.756  0.339
H: -0.168 1.331 9.772  0.343
H: -1.717 0.203 7.374  0.266
H: -0.637 -0.741 8.420  0.269
H: 1.051 0.694 7.805  0.279
C: 3.288 2.662 1.588  -0.943
C: 4.266 1.705 0.940  -0.121
O: 3.837 0.366 1.138  -0.499
H: 3.204 2.460 2.661  0.262
H: 3.607 3.699 1.448  0.374
H: 2.287 2.541 1.162  0.212
H: 5.260 1.814 1.384  0.313
H: 4.346 1.893 -0.135  0.149
H: 2.958 0.277 0.733  0.177